# 1
{
  "formula": "C6H17NO",
  "method": "ωB97M-V with the def2-TZVPD basis set",
  "symbols": ["C", "C", "C", "C", "C", "C", "N", "H", "H", "H", "H", "H", "H", "H", "H", "H", "H", "H", "H", "H", "H", "H", "H", "H", "O"],
  "xyz": [[1.13397, -0.64340, -1.25482], [-0.18401, 0.17029, -0.80266], [-0.93140, -0.56701, 0.18192], [-0.26108, -0.67495, 1.59967], [-0.04459, -2.12390, 2.03575], [-0.98064, 0.06205, 2.65942], [0.16827, 1.64154, -0.55427], [1.71679, -0.69057, -0.31065], [1.49501, -0.11269, -2.02984], [0.82300, -1.67467, -1.36551], [-0.77955, 0.28560, -1.67856], [-1.93201, -0.16477, 0.37545], [-1.08330, -1.58780, -0.34081], [0.78039, -0.15148, 1.45652], [-0.28510, -2.71581, 1.07931], [-0.77697, -2.53764, 2.65710], [0.94510, -2.33520, 2.45212], [-1.89346, -0.26228, 3.04134], [-1.01045, 1.04103, 2.32975], [-0.31065, 0.08792, 3.57586], [0.11183, 1.88057, 0.45737], [0.94464, 1.94150, -1.03416], [1.52400, 2.90066, -4.85274], [0.11639, 3.07105, -5.23577], [0.71381, 3.15994, -4.44182]],
  "atomic_forces_ev_per_a": [[-3.226, -0.486, 5.010], [3.181, 2.310, -2.470], [-1.440, -1.885, 1.877], [1.825, -0.605, -1.278], [0.569, -0.832, -3.214], [2.861, 0.321, 1.940], [-3.397, -2.322, 3.109], [0.482, 0.358, -0.906], [1.871, 1.127, -2.716], [0.128, -0.225, -0.951], [-0.638, -0.473, -0.873], [-0.083, 0.130, -0.383], [0.063, 1.326, 1.180], [-1.782, -1.016, 0.483], [1.258, 0.242, 1.345], [-1.236, -0.054, 1.528], [-0.156, -0.069, -0.246], [-1.816, -0.872, -0.044], [-0.705, 2.387, -0.316], [-0.596, -0.009, -0.803], [0.660, -0.097, -1.357], [2.148, 0.813, -0.995], [1.577, -0.455, -0.362], [0.240, 0.126, 0.850], [-1.789, 0.261, -0.408]],
  "mulliken_spin": [1.196, 0.356, 0.129, -0.459, 0.137, 0.232, 0.338, 0.113, -0.903, 0.002, -0.318, -0.054, -0.005, -0.018, -0.006, 0.059, -0.096, -0.014, 0.010, -0.036, -0.068, -0.196, -0.517, -0.399, 1.519],
  "lumo_energy_ev": [3.1, 2.9],
  "homo_ev": [1.236, -5.723],
  "charge": -1,
  "multiplicity": 2
}

=====

# 2
{
  "formula": "C6H17NO",
  "method": "ωB97M-V with the def2-TZVPD basis set",
  "symbols": ["C", "C", "N", "C", "C", "C", "C", "H", "H", "H", "H", "H", "H", "H", "H", "H", "H", "H", "H", "H", "H", "H", "O", "H", "H"],
  "xyz": [[0.78474, 0.40433, 2.05291], [-0.28912, -0.23095, 1.14570], [0.03817, -0.37009, -0.31847], [1.47016, -0.27986, -0.70416], [1.84275, 1.18481, -0.90348], [-0.57175, -1.64047, -0.84614], [-1.71369, -1.21532, -1.90642], [1.61173, -0.34007, 2.03847], [0.37097, 0.90197, 2.93659], [1.23343, 1.18477, 1.47859], [-0.48819, -1.19572, 1.65022], [-1.11306, 0.38713, 1.04998], [1.63671, -0.84666, -1.67900], [2.03502, -0.91424, 0.07291], [1.50157, 1.54786, -1.89899], [2.94769, 1.37878, -0.76253], [1.35843, 1.88117, -0.25902], [-1.13850, -2.15712, -0.10937], [0.17819, -2.24438, -1.34381], [-2.61127, -0.86668, -1.33225], [-1.89721, -2.10775, -2.48575], [-1.25048, -0.57582, -2.66008], [-1.67550, 2.26546, 1.76101], [-1.63981, 1.50993, 1.14699], [-2.62098, 2.33892, 1.87608]],
  "atomic_forces_ev_per_a": [[0.289, -0.308, -1.945], [2.147, -0.966, -0.143], [0.404, -1.821, 0.040], [-0.310, -1.445, 0.478], [1.597, 0.248, -0.853], [-1.409, 2.863, -1.786], [1.617, -1.044, 1.077], [-0.569, 0.471, 1.393], [0.345, -0.933, 0.158], [0.210, 0.893, -0.085], [-0.537, 0.233, -0.630], [-1.511, -0.337, 0.679], [-0.377, 0.815, 1.159], [0.013, 1.337, -1.052], [0.518, -0.528, 0.373], [-1.049, -0.288, -0.464], [-0.486, 0.127, 0.825], [0.157, -0.723, 0.917], [0.018, -0.321, 0.135], [0.854, 0.027, -1.016], [-0.818, -0.506, -0.001], [-0.462, 0.713, 0.465], [-0.242, -0.115, -0.380], [0.047, 1.174, 0.346], [-0.445, 0.433, 0.310]],
  "lowdin_charge": [-0.073, -0.227, -0.181, -0.263, -0.103, -0.216, -0.076, 0.083, 0.086, 0.030, 0.118, 0.033, 0.120, 0.124, 0.082, 0.092, 0.039, 0.079, 0.093, 0.079, 0.044, 0.058, -0.055, -0.003, 0.037],
  "lumo_energy_ev": 0.9,
  "homo_ev": -8.296,
  "charge": 0
}

=====

# 3
{
  "formula": "C6H17NO",
  "method": "ωB97M-V with the def2-TZVPD basis set",
  "symbols": ["C", "C", "C", "N", "H", "H", "H", "H", "H", "H", "H", "H", "H", "H", "C", "O", "C", "C", "H", "H", "H", "H", "H", "H", "H"],
  "xyz": [[0.39686, 2.05014, -0.19078], [1.54583, 1.01892, -0.24436], [2.61546, 1.34644, 0.76646], [-0.57752, 1.68781, -1.29354], [-0.15457, 1.86594, 0.74641], [0.63051, 3.10897, -0.24699], [1.96145, 1.04356, -1.26769], [1.15423, 0.00095, -0.07327], [3.11645, 2.28321, 0.48371], [2.12948, 1.51317, 1.73950], [3.36391, 0.56362, 0.90879], [-0.16505, 1.60372, -2.19082], [-0.95615, 0.70319, -1.10055], [-1.37674, 2.33427, -1.33452], [-1.19327, -1.39277, -0.83870], [-1.68726, -2.32664, -1.57866], [-0.66959, -1.77957, 0.56580], [-1.75635, -2.57433, 1.29187], [-1.96496, -0.39718, -0.68924], [-0.28340, -0.83411, -1.31110], [-0.27763, -0.95831, 1.19978], [0.17375, -2.44604, 0.32265], [-1.46647, -2.76254, 2.34051], [-1.79987, -3.52076, 0.76889], [-2.75911, -2.13169, 1.22585]],
  "atomic_forces_ev_per_a": [[-0.526, -1.540, 0.288], [-0.012, 0.240, -0.703], [0.009, 0.667, 0.567], [-0.909, 0.080, 1.515], [0.068, 0.271, -0.335], [0.404, -0.067, -0.211], [-0.026, -0.162, 0.293], [-0.024, 0.607, -0.156], [0.043, -0.256, 0.195], [0.275, -0.045, -0.096], [-0.168, 0.067, -0.237], [0.737, 0.191, -1.118], [-0.306, 0.170, 0.087], [0.351, -0.358, -0.041], [0.228, 1.271, -0.686], [0.086, 0.384, 0.526], [-0.479, -0.291, -0.100], [0.570, -0.234, 0.306], [0.456, -0.763, 0.250], [-0.145, -0.270, -0.110], [-0.282, 0.027, -0.440], [-0.101, 0.080, 0.370], [-0.310, 0.070, -0.315], [-0.296, -0.292, 0.045], [0.356, 0.154, 0.104]],
  "lowdin_charge": [-0.148, -0.261, -0.106, 0.140, 0.133, 0.123, 0.120, 0.082, 0.080, 0.082, 0.082, 0.137, 0.063, 0.166, -0.621, -0.219, -0.278, -0.129, 0.102, 0.064, 0.083, 0.107, 0.064, 0.062, 0.074],
  "lumo_energy_ev": -0.2,
  "homo_ev": -6.479,
  "charge": 0
}

=====

# 4
{
  "formula": "C6H17NO2SSi",
  "method": "ωB97M-V with the def2-TZVPD basis set",
  "symbols": ["C", "C", "C", "C", "C", "C", "N", "O", "O", "Si", "S", "H", "H", "H", "H", "H", "H", "H", "H", "H", "H", "H", "H", "H", "H", "H", "H", "H"],
  "xyz": [[2.96245, -2.81548, 1.43265], [-1.58355, 0.37459, 1.25185], [-1.25663, 3.31590, -1.89295], [-1.91453, -0.63934, -1.85744], [1.91663, 1.43038, 0.29184], [1.59869, -2.27774, 1.49459], [-1.09714, 2.30079, -0.87675], [0.49429, -0.46870, -0.88290], [1.50117, -0.89615, 1.36322], [-1.37165, 0.71222, -0.77241], [1.75322, -0.31486, -0.18445], [2.85308, -3.75774, 1.86162], [3.30173, -2.92921, 0.46564], [3.66789, -2.26533, 1.98101], [-2.58238, 0.49801, 1.60664], [-1.31356, -0.69418, 1.43068], [-0.91764, 1.12007, 1.62105], [-1.47941, 2.91939, -2.86619], [-1.85791, 4.16770, -1.61939], [-0.36167, 3.76106, -2.18301], [-1.40706, -0.41664, -2.80119], [-1.95987, -1.57698, -1.39049], [-2.97549, -0.38211, -2.16348], [1.55163, 1.54874, 1.21860], [2.96833, 1.59188, 0.32202], [1.35492, 2.03803, -0.37525], [0.99750, -2.55387, 2.39796], [1.03400, -2.63922, 0.66532]],
  "atomic_forces_ev_per_a": [[-0.582, 0.120, 1.003], [0.437, -1.678, -3.234], [0.087, -1.234, 0.050], [-2.572, 2.618, -1.859], [1.017, -1.784, -2.125], [-1.764, -0.331, 0.167], [-0.473, -0.401, -0.496], [-2.007, 0.086, -1.098], [0.515, 2.921, -0.490], [0.317, 0.858, 3.818], [1.740, 0.164, 2.039], [0.405, -1.946, 0.711], [0.743, -0.160, -2.176], [0.885, 0.844, 0.940], [-0.723, 0.420, 0.087], [0.213, 0.934, 0.250], [0.497, 0.232, 0.722], [-1.262, -0.250, -0.643], [-0.807, -0.025, 0.226], [2.356, 1.010, 0.148], [0.432, -1.116, 0.103], [0.602, -1.419, 0.137], [0.741, -0.316, 0.500], [-1.494, 0.319, 3.426], [0.850, 0.412, -0.236], [-0.334, 0.433, -0.857], [0.816, 0.355, -0.508], [-0.633, -1.065, -0.606]],
  "lowdin_charge": [-0.070, -0.152, -0.275, -0.203, -0.161, -0.346, -0.221, -0.508, -0.358, 0.536, 0.996, 0.070, 0.055, 0.078, -0.010, 0.012, -0.016, 0.046, 0.057, 0.022, 0.039, 0.014, 0.053, 0.013, 0.049, 0.034, 0.149, 0.097],
  "lumo_energy_ev": 0.6,
  "homo_ev": -7.596,
  "charge": 0
}